1.
C31H44N7O13 | ωB97M-V with the def2-TZVPD basis set

Positions of all 95 atoms, in Å:
O: 4.766 -0.094 5.517
O: -0.381 0.202 -0.584
O: -7.453 -1.671 -4.501
O: 1.527 -4.279 -3.704
O: -0.256 -0.726 1.398
O: -1.645 0.867 1.008
O: -1.843 4.247 -2.589
O: -1.563 -4.184 0.193
O: 3.657 -1.139 3.962
O: 2.251 4.141 -3.544
O: 4.227 3.510 -4.404
O: -5.895 -0.460 -5.336
O: 5.240 -2.268 -1.480
N: -6.341 -1.030 -4.391
N: 0.557 -2.210 -3.447
N: 3.423 3.661 -3.372
N: -0.710 4.854 -0.616
N: -3.327 -4.214 1.565
N: 3.747 -0.179 4.754
N: 3.945 -2.256 0.381
C: -2.417 -3.565 0.871
C: 4.023 1.598 0.571
C: -0.663 4.466 0.849
C: 4.138 -1.970 -0.921
C: 2.508 1.797 5.876
C: 1.210 -3.101 -4.194
C: -3.467 -5.715 1.518
C: -6.931 -0.985 -1.831
C: -4.540 -3.504 2.231
C: -1.461 4.013 -1.344
C: -4.893 -0.287 -0.231
C: -4.361 -0.522 -2.684
C: 4.956 -2.717 1.324
C: -0.054 6.014 -1.211
C: -5.898 -0.803 -3.026
C: 0.813 1.931 3.542
C: 0.131 -0.853 -4.095
C: 2.743 1.784 0.002
C: 2.586 -2.054 0.977
C: 3.694 2.837 -2.145
C: 2.438 2.388 -1.306
C: 2.728 0.841 4.737
C: -0.022 -2.494 -2.162
C: 1.421 2.927 5.732
C: 5.301 2.081 -0.225
C: 5.144 2.575 -1.605
C: 1.790 0.748 3.672
C: -0.820 0.100 0.659
C: -6.517 -0.491 -0.488
C: -3.957 -0.353 -1.174
C: 0.700 2.938 4.597
H: 0.271 5.690 -1.986
H: -1.694 4.257 1.059
H: 1.969 1.613 0.628
H: 1.937 -2.735 0.575
H: -2.569 -6.242 1.755
H: 1.423 -2.755 -5.314
H: -3.015 -0.233 -0.879
H: 0.086 3.767 4.254
H: 1.443 2.416 -1.896
H: 4.019 1.244 1.455
H: -0.197 3.446 1.039
H: -5.062 -4.395 2.704
H: 1.470 3.632 6.513
H: 2.984 1.566 6.958
H: -4.345 -2.630 2.911
H: 2.314 -1.026 0.726
H: -3.673 -0.596 -3.632
H: -3.718 -5.829 0.559
H: 0.854 6.396 -0.603
H: 6.165 1.862 0.292
H: -8.040 -1.394 -1.959
H: -1.824 3.082 -0.735
H: 5.888 3.115 -2.143
H: -2.459 -2.444 0.957
H: -4.591 -0.265 0.898
H: 0.561 -2.217 -1.370
H: -0.658 6.541 -1.506
H: 5.395 -1.801 1.831
H: 4.857 -3.459 2.137
H: -5.280 -2.971 1.396
H: 0.572 -0.788 -5.045
H: -0.105 -3.603 -2.008
H: -0.843 -1.904 -2.041
H: -0.113 -0.124 -3.361
H: -4.131 -6.068 2.239
H: -0.904 -0.992 -4.112
H: 0.119 2.043 2.638
H: 2.499 -2.337 2.014
H: 1.948 0.080 2.932
H: 0.427 -0.258 -0.779
H: 3.520 -1.439 -1.366
H: -0.376 5.119 1.607
H: -6.938 -0.301 0.528
H: 5.580 -3.464 0.826

Cartesian forces (eV/Å) of the 3 atoms listed first:
O -3.00 0.57 -1.47
O 0.09 1.32 -3.87
O 2.72 0.77 0.74

The calculation puts the strongest force on any atom at 17.43 eV/A. For the lowest unoccupied orbital energy, the calculation gives 0.40 eV. Its HOMO energy is -5.90 eV. Its spin multiplicity is 1. For the energy relative to the best compared isomer or geometry (same formula, charge and spin), the calculation gives 4.326 eV. As for the charge: -1. The HOMO-LUMO gap is 6.30 eV.

2.
C31H45BrCeN2P2 | ωB97M-V with the def2-TZVPD basis set

Positions of all 82 atoms, in Å:
Ce: -0.801 0.505 1.059
Br: -6.307 2.032 2.669
P: 1.997 -0.420 -0.436
P: -1.530 -1.580 -1.565
N: 3.479 4.311 -3.027
N: -0.342 -0.989 2.888
C: -3.998 -3.192 -1.450
C: -0.538 -2.549 -2.798
C: 1.086 3.352 -1.832
C: -4.712 3.439 0.750
C: -0.449 -1.621 5.609
C: -4.040 1.132 1.178
C: -2.662 -2.833 -0.802
C: -0.935 -0.400 5.151
C: -0.217 2.960 -1.366
C: 1.370 3.173 -3.207
C: -1.140 -3.838 -3.371
C: 3.650 0.183 -2.795
C: 3.348 0.604 0.311
C: 3.286 4.400 -1.707
C: 2.148 3.897 -1.044
C: -3.110 1.246 0.103
C: -0.891 -0.116 3.779
C: -4.833 2.227 1.438
C: -0.525 -1.895 7.078
C: -2.642 -0.532 -2.618
C: 0.132 -2.193 3.337
C: -3.099 -1.025 -3.985
C: 3.807 -2.663 -1.077
C: 4.796 0.119 0.338
C: 2.643 -2.152 -0.226
C: -1.352 2.699 -0.927
C: -3.590 3.600 -0.110
C: 0.085 -2.528 4.691
C: -2.684 2.548 -0.363
C: 2.264 -0.174 -2.261
C: 2.548 3.695 -3.754
H: -0.077 -2.861 7.319
H: 3.605 0.231 -3.892
H: -0.383 -4.338 -3.991
H: -1.362 0.364 5.803
H: 4.426 -0.554 -2.551
H: 3.287 1.580 -0.190
H: -3.425 4.594 -0.546
H: -1.560 -1.899 7.448
H: -5.446 4.237 0.901
H: 5.395 0.854 0.891
H: -4.249 0.213 1.728
H: 0.464 -3.496 5.002
H: -3.888 -3.746 -2.391
H: -2.264 -1.249 -4.655
H: -3.682 -0.235 -4.475
H: 4.074 4.939 -1.166
H: -2.067 -3.745 -0.660
H: -1.428 -4.550 -2.587
H: 2.908 -2.225 0.841
H: 2.134 3.955 0.047
H: 0.685 2.649 -3.867
H: -4.562 -3.850 -0.774
H: 0.410 -2.784 -2.280
H: 4.920 -0.834 0.864
H: 5.258 0.036 -0.654
H: 1.764 -2.800 -0.381
H: -0.282 -1.861 -3.621
H: 3.990 1.172 -2.463
H: 3.603 -2.642 -2.153
H: -4.640 -2.322 -1.627
H: 3.992 -3.712 -0.817
H: -2.858 -2.440 0.209
H: 2.724 3.650 -4.829
H: -2.830 0.357 -0.481
H: -3.754 -1.900 -3.932
H: -2.093 0.417 -2.734
H: -3.524 -0.281 -2.013
H: 0.014 -1.125 7.646
H: 3.012 0.768 1.347
H: 4.747 -2.132 -0.890
H: 1.557 0.618 -2.546
H: -2.006 -3.646 -4.022
H: 1.911 -1.093 -2.749
H: -1.288 0.849 3.378
H: 0.538 -2.837 2.569

Cartesian forces (eV/Å) of the 3 atoms listed first:
Ce 0.86 -0.62 -1.68
Br 1.04 0.12 -0.65
P 2.45 -0.60 -1.24

The calculation puts the strongest force on any atom at 2.81 eV/A. For the lowest unoccupied orbital energy (alpha / beta), the calculation gives -15.53 / -15.53 eV. Its HOMO energy (alpha / beta) is -19.13 / -19.13 eV. Its spin multiplicity is 1. As for the charge: +4. The HOMO-LUMO gap (alpha / beta) is 3.60 / 3.60 eV.

3.
C31H45ClF5PPb | ωB97M-V with the def2-TZVPD basis set

Positions of all 84 atoms, in Å:
Pb: -0.294 -0.386 0.294
Cl: -1.082 -1.525 2.530
P: 0.470 2.069 -1.227
F: -5.734 1.447 -0.284
F: -3.109 2.011 0.064
F: -2.100 -2.633 -0.519
F: -6.561 -1.130 -0.722
F: -4.704 -3.176 -0.809
C: -0.410 5.345 2.136
C: -1.219 3.342 -3.210
C: 2.642 -0.762 -0.010
C: -4.325 -1.897 -0.653
C: -0.696 3.865 2.392
C: -1.528 2.341 -5.535
C: -5.243 -0.853 -0.582
C: -2.187 3.103 -4.384
C: 2.273 3.726 -2.753
C: 2.440 -1.043 2.484
C: -0.660 5.719 0.671
C: 2.485 -0.224 1.239
C: -3.465 0.724 -0.250
C: 4.593 2.874 -1.104
C: 4.725 4.012 -2.118
C: -0.219 3.352 -0.044
C: 2.173 2.543 -1.778
C: 2.716 -2.230 -0.274
C: -2.524 -0.274 -0.364
C: 3.722 3.858 -3.267
C: -4.829 0.461 -0.372
C: -0.063 -1.014 -1.791
C: 2.783 -2.523 2.220
C: 0.079 2.964 1.419
C: -0.901 1.034 -5.054
C: -2.963 -1.576 -0.538
C: 3.146 2.735 -0.602
C: -0.618 2.006 -2.739
C: 2.190 -3.053 0.916
C: 0.137 4.821 -0.301
C: 0.075 1.252 -3.887
H: 2.463 -4.105 0.785
H: 0.638 5.561 2.384
H: 4.549 4.973 -1.613
H: -0.440 3.608 3.426
H: -3.052 2.532 -4.016
H: 0.960 1.802 -4.244
H: -0.379 0.544 -5.882
H: -1.772 3.676 2.272
H: -1.732 5.608 0.447
H: 2.625 -0.113 -0.891
H: -1.697 0.351 -4.724
H: -1.021 5.975 2.792
H: -1.444 1.355 -2.397
H: 1.092 -2.993 0.956
H: 0.822 -1.524 -2.194
H: 2.502 1.642 -2.328
H: 1.419 -0.975 2.896
H: 3.791 4.717 -3.944
H: 0.410 0.280 -3.496
H: 1.972 4.654 -2.240
H: 1.596 3.592 -3.606
H: -0.990 -1.041 -2.409
H: 3.761 -2.538 -0.444
H: 1.160 3.058 1.610
H: 3.096 1.874 0.071
H: -1.307 3.257 -0.186
H: -1.755 3.840 -2.388
H: -0.202 1.916 1.610
H: -0.095 5.102 -1.340
H: 2.159 -2.453 -1.188
H: 5.257 3.055 -0.250
H: 3.111 -0.645 3.261
H: 3.874 -2.606 2.154
H: -0.416 4.025 -3.533
H: -0.408 6.771 0.493
H: 4.904 1.926 -1.571
H: -0.755 2.972 -5.992
H: 3.978 2.961 -3.852
H: 2.322 0.853 1.375
H: 2.463 -3.132 3.069
H: 1.218 4.982 -0.153
H: 2.864 3.627 -0.019
H: -2.265 2.143 -6.321
H: -2.570 4.065 -4.742
H: 5.746 4.054 -2.513

Cartesian forces (eV/Å) of the 3 atoms listed first:
Pb -0.60 0.61 -0.25
Cl 0.07 -0.11 -0.06
P -0.41 0.02 0.67

The calculation puts the strongest force on any atom at 1.58 eV/A. For the lowest unoccupied orbital energy (alpha / beta), the calculation gives -1.88 / -0.35 eV. Its HOMO energy (alpha / beta) is -8.05 / -7.30 eV. Its spin multiplicity is 1. For the energy relative to the best compared isomer or geometry (same formula, charge and spin), the calculation gives 0.000 eV. The HOMO-LUMO gap (alpha / beta) is 6.16 / 6.96 eV.